(1)
Density functional theory data (ωB97M-V/def2-TZVPD) for C49H49AsBN10OPtSSe as an isolated structure.

XYZ file:
```
114
C49H49AsBN10OPtSSe | the Open Molecules 2025 dataset | ωB97M-V/def2-TZVPD
C 0.76 2.03 3.22
H -0.57 -6.45 3.62
H 4.93 -4.06 -0.73
C 3.86 -0.99 2.22
C -2.47 -2.04 0.26
H -3.91 -3.59 -0.39
H 2.55 -2.24 -4.03
H 7.48 4.28 -1.23
H -1.44 0.24 1.87
H 2.69 2.50 -6.80
C 4.27 2.27 -1.74
N -1.03 1.54 -0.96
H -1.40 -3.97 2.29
C 1.79 -1.75 -3.45
H -3.46 -2.42 -2.81
N 0.64 -0.89 -1.75
C 0.65 3.83 -4.44
H 7.39 0.88 1.71
H 5.38 0.34 2.89
C -3.27 -2.76 -0.62
N -0.09 -0.72 -2.88
H -2.81 0.65 3.83
C -2.54 0.41 -6.08
H 2.54 -1.65 -1.35
H 0.69 3.31 -2.34
C 2.26 2.68 -5.83
H 5.50 0.77 -2.68
N -2.21 -1.14 -1.70
C 5.08 -0.33 2.10
H 4.90 -4.67 3.78
C 4.23 -4.07 3.18
C 5.58 -1.53 0.10
S 2.80 1.35 -2.10
H 0.81 -2.72 4.07
C 1.12 3.15 -3.32
Pt 0.09 0.06 0.10
Se 1.40 1.95 1.51
H 4.23 -2.93 -1.87
H -2.39 4.37 -1.86
C -0.78 -1.76 5.10
H -2.62 2.31 -3.64
C -1.23 -0.33 2.78
H 4.60 -4.10 2.15
H -4.35 -0.47 -3.52
C -1.81 -0.81 5.05
H 7.56 0.41 0.01
C -3.83 0.14 -5.59
C 6.58 3.71 -1.36
N -1.83 -1.07 -0.40
C 0.51 -4.91 2.60
O 1.81 1.61 -0.95
C -3.63 -0.22 -4.29
C 2.83 -4.62 3.29
H -0.61 -2.31 6.01
H 6.28 -1.79 -0.69
H 3.70 -0.29 4.24
N 0.37 2.08 4.31
H 7.57 2.10 -2.37
H 4.31 -3.04 3.52
C 0.37 -5.93 3.54
H 5.33 5.17 -0.40
H -0.16 4.54 -4.33
B -1.56 -0.20 -2.74
H -1.23 -5.54 1.52
As 1.76 -2.81 1.17
C 5.47 1.74 -2.19
H -2.33 -2.16 1.32
C 1.22 3.60 -5.68
H -4.77 0.20 -6.12
N -1.61 0.23 -5.16
C 6.63 2.48 -2.01
C -2.01 3.37 -1.77
H 3.53 1.27 -4.83
C 5.37 4.21 -0.90
H 8.08 -0.68 1.28
C 4.36 -2.20 0.16
C 2.16 2.25 -3.49
C 1.26 -7.39 5.40
H -2.25 0.73 -7.07
C 4.20 3.49 -1.09
C 0.01 -2.00 4.00
N -2.29 -0.18 -4.05
C 5.96 -0.59 1.05
H -0.99 3.28 0.22
C 1.79 -1.48 -2.09
H 2.94 -1.85 3.96
C 3.47 -1.89 1.20
H 1.91 -8.23 5.15
C -1.30 2.82 -0.71
H -2.42 -0.63 5.92
H 0.15 -1.23 -4.90
N 0.61 -1.42 1.68
C -3.06 -2.17 -1.85
H 0.85 4.13 -6.55
H 2.15 -0.40 3.43
C 2.63 -5.64 4.22
C 7.32 0.05 1.01
N -1.55 1.24 -2.17
C 0.58 -1.25 -3.91
C -2.14 2.34 -2.68
H 1.55 -7.04 6.39
H 0.24 -7.75 5.44
C 1.41 -6.29 4.38
C -0.70 -4.62 1.75
C -2.03 -0.09 3.88
H 3.47 -5.95 4.83
C 3.12 -0.86 3.52
C 4.15 -3.31 -0.85
H 3.19 -3.82 -0.75
C -0.19 -1.29 2.79
C 1.73 -4.22 2.51
C 2.73 1.99 -4.73
H -0.46 -4.13 0.80
H 3.24 3.89 -0.77
```

Values from the calculation:
⟨S²⟩ = 8.81
Kohn-Sham gap (spin up / spin down) = 8.455 / 3.995 eV
E_HOMO (spin up / spin down) = -0.4651 / -0.4700 hartree
Largest force on an atom = 0.8 eV Å⁻¹
Total charge = +2
Spin multiplicity = 6

(2)
Density functional theory data (ωB97M-V/def2-TZVPD) for C49H49AsFN4O3PPt as an isolated structure in a non-equilibrium geometry.

XYZ file:
```
109
C49H49AsFN4O3PPt | the Open Molecules 2025 dataset | ωB97M-V/def2-TZVPD
C -2.63 -4.18 -0.73
C -5.07 0.01 0.10
C -3.96 -2.26 -2.22
C -7.99 -1.37 -0.14
C -5.80 0.00 3.38
C -0.86 4.36 -1.62
H 3.79 1.34 -1.52
C -3.55 -0.92 4.73
C -4.35 0.06 5.29
H -9.91 -1.17 -1.08
C -0.44 4.56 -2.94
H -7.48 -2.46 3.02
Pt -0.36 0.24 -0.72
C 5.09 -1.74 3.26
H 2.54 -1.94 3.14
H -0.09 5.90 -4.58
O -0.38 -0.97 0.89
H -5.40 -0.07 -0.94
C 3.90 0.14 0.26
N 10.58 0.08 -0.36
O 1.74 0.45 -0.56
H 6.00 -3.23 1.88
H -2.29 -0.87 -3.94
C 2.91 -1.36 2.30
H -3.77 2.48 -1.69
H -3.27 -2.23 3.05
C -2.72 0.13 -3.90
C -9.38 -1.45 -0.18
C -3.68 -4.55 -1.56
H 0.34 1.31 -3.54
C -3.49 2.10 -5.04
C 6.03 -2.87 2.90
C 4.77 -0.40 1.21
C 6.14 -0.16 1.13
H 11.59 -0.06 -0.40
N -0.40 2.03 -1.76
H -5.71 0.75 0.59
N 4.24 -1.18 2.23
C -3.89 -1.45 3.49
H -7.46 -1.04 -1.03
H 10.64 2.17 -0.26
H -2.12 -4.93 -0.14
C -9.39 -2.25 2.08
C -4.34 -3.59 -2.30
H -6.69 0.35 2.86
C 5.78 1.13 -0.83
H 10.72 1.54 -1.90
C -8.01 -2.17 2.12
F 6.24 1.91 -1.84
C 1.99 -0.86 1.42
H 8.44 2.56 -1.17
H -1.52 6.27 -3.61
C -0.49 5.91 -3.57
H -6.10 1.29 5.06
H -1.15 2.91 -0.06
H 4.95 -3.31 4.81
H -3.98 -5.59 -1.62
P -2.53 -0.13 -1.14
As -5.34 -1.73 1.03
H 8.41 1.02 -2.01
H -4.19 3.69 -3.78
H 4.01 -3.67 3.29
H -2.68 -1.28 5.25
C -2.90 -1.89 -1.39
H 6.78 -0.63 1.86
H 0.35 3.52 -4.66
C 10.08 -0.06 1.06
H 5.43 -1.00 3.98
C -10.08 -1.89 0.94
C -3.53 2.00 -2.64
H -4.50 -1.52 -2.80
C 2.45 -0.07 0.34
H -2.74 0.35 -6.03
C 8.88 0.86 1.25
C -0.83 3.10 -1.07
C -3.61 0.45 0.20
H 9.21 1.89 1.47
H -3.14 0.09 1.12
C 0.55 -1.22 1.74
C -3.01 0.71 -2.67
C 6.69 0.61 0.11
H -11.16 -1.94 0.91
H 10.91 0.19 1.73
C 4.82 -3.13 3.75
H -5.17 -3.87 -2.94
C 0.01 2.20 -3.02
C 0.01 3.44 -3.63
H 7.00 -2.88 3.37
H -3.68 2.63 -5.96
C -7.29 -1.72 1.01
C -5.47 0.52 4.62
H -3.52 1.54 0.23
H -9.93 -2.59 2.96
H -4.10 0.47 6.26
H 0.07 6.63 -2.97
O 0.33 -1.74 2.82
C 4.44 0.91 -0.77
H 9.81 -1.10 1.20
H 8.32 0.53 2.12
C -2.96 0.82 -5.08
N 8.07 0.82 0.04
H 10.16 -0.64 -0.94
C 10.23 1.42 -0.94
C -2.24 -2.86 -0.64
H -1.45 -2.57 0.04
C -3.77 2.69 -3.82
H -1.22 5.18 -1.02
C 8.71 1.51 -1.08
C -5.01 -1.00 2.80
```

Values from the calculation:
Kohn-Sham gap = 6.233 eV
E_HOMO = -0.4053 hartree
Largest force on an atom = 1.2 eV Å⁻¹
Total charge = +2

Q: Which value of total charge does entry 1 give?
A: +2